[1]
2 unconnected molecules or ions with the total composition C3H5O3 in a non-equilibrium geometry, computed with ωB97M-V/def2-TZVPD.

The geometry in ORCA input format:
```
! RIJCOSX wB97M-V def2-TZVPD def2/J DEFGRID3
* xyz 1 1
C -1.5423 1.8760 0.0622
C 1.6641 0.2843 0.0640
C 0.4657 -1.7849 -0.0188
O -1.1167 0.7687 -0.0748
O 1.5841 -0.8839 -0.0613
O 2.0519 1.3349 0.0162
H -2.4388 2.1692 -0.6084
H -1.2857 2.6802 0.8164
H 0.5443 -2.3017 1.0304
H 0.5654 -2.6862 -0.7939
H -0.4922 -1.4565 -0.4321
*
```

- E_HOMO (eV) = -14.52
- Kohn-Sham gap (eV) = 9.5
- energy relative to the best compared isomer or geometry (same formula, charge and spin) (kcal/mol) = 40.3
- F_max (eV Å⁻¹) = 5.90

***

[2]
3 unconnected molecules or ions with the total composition C6H8N2O2S in a non-equilibrium geometry, computed with ωB97M-V/def2-TZVPD.

The geometry in ORCA input format:
```
! RIJCOSX wB97M-V def2-TZVPD def2/J DEFGRID3
* xyz 0 1
C 3.0042 -0.9323 0.6801
C 2.1719 -0.7540 -0.4760
C 0.7809 1.2762 -0.2190
C -1.6245 0.8732 0.0524
C -3.7911 0.1891 0.2299
C -3.2658 -0.9020 -0.3723
H 3.6100 -2.2713 0.4238
H 4.1135 0.0830 0.9181
H 2.1854 -1.1291 1.6462
H 1.8718 -1.7328 -0.9920
H 2.7627 0.0273 -1.0683
H -0.6891 2.7968 -0.3390
H -4.8984 0.2518 0.7023
H -4.0488 -1.6600 -0.7160
N -0.4954 1.7263 -0.1952
N -2.8625 1.2785 0.4217
O 0.7943 -0.1811 -0.1921
O 1.9206 1.9485 -0.2842
S -1.5398 -0.8880 -0.2204
*
```

- E_HOMO (eV) = -8.83
- Kohn-Sham gap (eV) = 9.3
- energy relative to the best compared isomer or geometry (same formula, charge and spin) (kcal/mol) = 149.5
- F_max (eV Å⁻¹) = 7.07

***

[3]
C2H3P3 in the gas phase in a non-equilibrium geometry, computed with ωB97M-V/def2-TZVPD.

The geometry in ORCA input format:
```
! RIJCOSX wB97M-V def2-TZVPD def2/J DEFGRID3
* xyz 0 1
C 0.7965 0.1150 1.0730
P 1.2931 1.2537 -0.0071
P 0.0502 0.9448 -1.7203
P -1.1212 -0.8235 -1.2406
C -0.7075 -1.2450 0.2905
H 0.9670 -0.3081 2.0662
H -0.6673 2.0556 -1.5489
H -0.6110 -1.9924 1.0872
*
```

- E_HOMO (eV) = -8.71
- Kohn-Sham gap (eV) = 8.5
- energy relative to the best compared isomer or geometry (same formula, charge and spin) (kcal/mol) = 79.6
- F_max (eV Å⁻¹) = 4.60
- structure (SMILES) = C#P=[PH]=P#C

***

[4]
C8H7NOS2 in the gas phase in a non-equilibrium geometry, computed with ωB97M-V/def2-TZVPD.

The geometry in ORCA input format:
```
! RIJCOSX wB97M-V def2-TZVPD def2/J DEFGRID3
* xyz 0 1
N -5.8388 -0.4264 0.1114
C -4.7682 -0.3172 0.2682
C -3.3435 -0.2781 0.5487
C -2.4554 -0.4354 -0.4412
C -1.0072 -0.3424 -0.3340
C -0.3249 0.8248 -0.3016
C 1.0760 1.0584 -0.1142
C 1.9059 0.1202 0.2477
C 3.4022 0.3341 0.2507
O 4.1525 -0.6318 -0.4835
S 1.3975 -1.4436 0.8371
S -0.0960 -1.8548 -0.5918
H -3.1127 -0.1342 1.4308
H -2.8832 -0.5948 -1.6274
H -0.8328 1.9720 -0.3706
H 1.4554 1.9025 -0.3112
H 3.5427 0.4362 1.1466
H 3.6893 1.4505 -0.1311
H 4.0413 -1.6400 -0.1344
*
```

- E_HOMO (eV) = -8.64
- Kohn-Sham gap (eV) = 7.9
- energy relative to the best compared isomer or geometry (same formula, charge and spin) (kcal/mol) = 132.2
- F_max (eV Å⁻¹) = 10.56
- structure (SMILES) = N#C/C=C/C1=CC=C(CO)SS1

***

[5]
2 unconnected molecules or ions with the total composition C4H15N2O in a non-equilibrium geometry, computed with ωB97M-V/def2-TZVPD.

The geometry in ORCA input format:
```
! RIJCOSX wB97M-V def2-TZVPD def2/J DEFGRID3
* xyz 1 1
C -0.3562 1.7563 1.4948
C -0.0449 0.9947 0.2178
C 0.4749 1.8335 -0.9281
C 0.2192 1.1536 -2.3065
N 0.7444 -0.2715 -2.3325
N 1.0242 -0.0854 0.4882
H -1.4137 1.9111 1.6716
H 0.1034 1.2277 2.3326
H 0.1400 2.7289 1.4826
H -0.9237 0.4312 -0.0932
H -0.1266 2.7366 -1.0523
H 1.5186 2.1151 -0.7825
H 0.7079 1.7812 -3.0523
H -0.8364 1.0764 -2.5462
H 1.5529 -0.2799 -2.9555
H 0.9492 -0.7308 -0.3239
H 0.0321 -0.8077 -2.8078
H 1.9064 0.4254 0.5048
H 0.8378 -0.5449 1.3724
H -1.4706 -6.1547 3.4379
H -2.9882 -5.7764 3.1396
O -2.0508 -5.5204 3.0386
*
```

- E_HOMO (eV) = -13.50
- Kohn-Sham gap (eV) = 10.6
- energy relative to the best compared isomer or geometry (same formula, charge and spin) (kcal/mol) = 20.0
- F_max (eV Å⁻¹) = 2.00

***

[6]
A molecular structure, C34H34CsN5O2 in a non-equilibrium geometry, computed with ωB97M-V/def2-TZVPD.

The geometry in ORCA input format:
```
! RIJCOSX wB97M-V def2-TZVPD def2/J DEFGRID3
* xyz 0 1
Cs -0.0991 0.0723 0.0000
O -7.1584 3.7993 -0.0001
C -6.1012 4.4257 -0.0001
O -5.8416 5.6267 -0.0001
C -4.8174 3.4983 -0.0001
C -3.5490 4.0452 0.0000
C -2.4405 3.1979 0.0000
N -2.5702 1.8666 0.0000
C -3.7962 1.3308 0.0000
C -4.9443 2.1232 0.0000
C -3.9314 -0.1417 0.0000
C -5.1951 -0.7522 0.0001
C -5.2958 -2.1283 0.0001
C -4.1306 -2.8787 -0.0001
C -2.9271 -2.1981 -0.0002
N -2.8174 -0.8789 -0.0002
C -1.0811 3.7805 0.0001
C -0.8890 5.1706 0.0001
C 0.3891 5.6905 0.0000
C 1.4617 4.8127 0.0001
C 1.1846 3.4580 0.0001
N -0.0365 2.9475 0.0001
H -3.4902 5.1208 -0.0001
H -5.9498 1.7365 -0.0001
H -6.1014 -0.1742 0.0002
H -6.2669 -2.6031 0.0001
H -4.1532 -3.9559 -0.0001
H -1.9972 -2.7548 -0.0004
H -1.7181 5.8548 0.0001
H 0.5420 6.7607 0.0000
H 2.4795 5.1660 0.0001
H 2.0009 2.7448 0.0001
C 8.0293 -1.7123 -1.2562
C 7.5731 -0.9563 0.0006
C 8.2408 0.4210 0.0006
C 8.0290 -1.7122 1.2574
C 6.0576 -0.8446 0.0003
C 5.3804 0.3720 0.0000
C 3.9963 0.3667 -0.0004
N 3.2464 -0.7162 -0.0004
C 3.8698 -1.9020 0.0000
C 5.2657 -1.9854 0.0004
C 3.0055 -3.0928 0.0000
C 3.5172 -4.3942 -0.0005
C 2.6775 -5.5004 -0.0005
C 1.3110 -5.2331 0.0001
C 0.8874 -3.9154 0.0005
N 1.6850 -2.8672 0.0005
C 3.2530 -6.9069 -0.0008
C 2.1497 -7.9677 -0.0008
C 4.1129 -7.1062 -1.2577
C 4.1132 -7.1065 1.2559
H 9.1152 -1.7802 -1.2778
H 7.6983 -1.1896 -2.1513
H 7.6319 -2.7230 -1.2829
H 9.3224 0.3032 0.0007
H 7.9648 0.9882 0.8871
H 7.9650 0.9881 -0.8860
H 9.1149 -1.7801 1.2793
H 7.6316 -2.7230 1.2842
H 7.6979 -1.1894 2.1524
H 5.8886 1.3194 0.0000
H 3.4649 1.3083 -0.0007
H 5.7513 -2.9468 0.0007
H 4.5816 -4.5581 -0.0010
H 0.5680 -6.0100 0.0001
H -0.1724 -3.7009 0.0010
H 1.5249 -7.8802 -0.8872
H 1.5251 -7.8805 0.8859
H 2.5958 -8.9600 -0.0010
H 3.5134 -6.9524 -2.1526
H 4.5136 -8.1177 -1.2805
H 4.9513 -6.4158 -1.2840
H 3.5139 -6.9528 2.1510
H 4.9516 -6.4161 1.2821
H 4.5139 -8.1180 1.2784
*
```

- E_HOMO (eV) = -7.21
- Kohn-Sham gap (eV) = 6.7
- F_max (eV Å⁻¹) = 1.12

***

[7]
2 unconnected molecules or ions with the total composition C2H10N2S2 in a non-equilibrium geometry, computed with ωB97M-V/def2-TZVPD.

The geometry in ORCA input format:
```
! RIJCOSX wB97M-V def2-TZVPD def2/J DEFGRID3
* xyz 0 1
C 1.2547 -2.5557 -0.7986
S 1.1942 -1.9750 -2.5083
S -0.4833 -0.6831 -2.3815
H 1.6750 -1.8016 -0.1454
H 1.9537 -3.4013 -0.8311
H 0.2815 -2.8872 -0.4755
H -0.3221 -0.5411 -1.0593
N -1.7704 1.8169 0.6863
C -0.5456 1.3390 1.3491
N 0.6643 1.6470 0.6667
H -2.5625 1.5423 1.2584
H -1.8744 1.3163 -0.1896
H -0.4931 1.7674 2.3438
H -0.5972 0.2640 1.5763
H 0.9340 2.6056 0.8469
H 0.6912 1.5466 -0.3385
*
```

- E_HOMO (eV) = -8.45
- Kohn-Sham gap (eV) = 8.8
- energy relative to the best compared isomer or geometry (same formula, charge and spin) (kcal/mol) = 13.0
- F_max (eV Å⁻¹) = 1.14
- structure (SMILES) = CSS.NCN

***

[8]
A molecular structure, C40H41N3OPRhSe2Te in a non-equilibrium geometry, computed with ωB97M-V/def2-TZVPD.

The geometry in ORCA input format:
```
! RIJCOSX wB97M-V def2-TZVPD def2/J DEFGRID3
* xyz 1 6
Rh -0.2728 1.8896 0.6491
Se -0.9911 3.7271 2.2986
P 0.9009 4.2634 1.2971
Se 1.1649 3.4194 -0.7375
C 0.9781 6.0637 1.0306
C 2.1584 6.7718 1.2055
C 2.2134 8.0928 0.7948
C 1.1137 8.6854 0.1939
C -0.0654 7.9738 0.0253
C -0.1360 6.6607 0.4509
C 2.3086 3.7755 2.3418
C 3.2182 2.8343 1.8803
C 4.2723 2.4530 2.6880
C 4.4121 3.0171 3.9462
C 3.5011 3.9603 4.4055
C 2.4374 4.3413 3.6073
H 3.0223 6.2917 1.6451
H 3.1242 8.6535 0.9311
H 1.1738 9.7094 -0.1398
H -0.9181 8.4362 -0.4513
H -1.0443 6.0799 0.3284
H 3.1070 2.4076 0.8913
H 4.9765 1.7172 2.3289
H 5.2326 2.7170 4.5784
H 3.6133 4.3957 5.3885
H 1.7095 5.0660 3.9557
N -4.2203 2.2041 -1.2600
C -3.6678 3.2402 -1.9529
C -2.3559 3.2829 -1.5854
N -2.1146 2.2845 -0.6904
C -3.2524 1.6543 -0.5077
H -5.1814 1.9055 -1.3015
H -4.2273 3.8492 -2.6324
H -1.5824 3.9534 -1.9058
H -3.3871 0.8317 0.1693
C -4.0149 -4.6253 -5.5306
C -3.3337 -3.8758 -4.4308
C -2.1798 -3.1417 -4.6651
C -1.5566 -2.4238 -3.6537
C -0.3328 -1.6145 -3.9477
C -2.0983 -2.4625 -2.3737
Te -1.1877 -1.0906 -0.8616
N -1.1771 -0.1477 1.1946
C -0.1886 -0.3768 2.0278
O 0.7591 0.4665 2.1302
C -0.2061 -1.5748 2.8798
C -1.2450 -2.4990 2.8143
C -1.2177 -3.6139 3.6285
C -0.1636 -3.8083 4.5084
C 0.8694 -2.8853 4.5776
C 0.8535 -1.7719 3.7613
C 0.6108 -2.2073 -0.6037
C 0.5909 -3.5723 -0.3209
C -0.6827 -4.3115 -0.0686
C 1.7908 -4.2709 -0.2856
C 3.0091 -3.6439 -0.4822
C 4.2921 -4.4092 -0.4867
C 3.0071 -2.2711 -0.6970
C 1.8305 -1.5439 -0.7803
C 1.8941 -0.0738 -1.0437
C -3.2681 -3.1642 -2.1144
C -3.9237 -3.1842 -0.7665
C -3.8618 -3.8795 -3.1481
H -3.5236 -4.4535 -6.4838
H -5.0550 -4.3154 -5.6150
H -4.0048 -5.6937 -5.3214
H -1.7616 -3.1102 -5.6607
H -0.1293 -1.5911 -5.0154
H 0.5313 -2.0384 -3.4338
H -0.4696 -0.5867 -3.5983
H -2.0771 -2.3231 2.1464
H -2.0263 -4.3292 3.5865
H -0.1534 -4.6746 5.1546
H 1.6828 -3.0247 5.2759
H 1.6398 -1.0313 3.7971
H -1.4738 -3.6071 0.1948
H -0.5567 -5.0260 0.7430
H -0.9805 -4.8686 -0.9584
H 1.7604 -5.3349 -0.1100
H 4.1237 -5.4601 -0.2727
H 4.9838 -4.0077 0.2504
H 4.7723 -4.3275 -1.4604
H 3.9462 -1.7580 -0.8340
H 2.9011 0.2385 -1.3084
H 1.5986 0.4725 -0.1341
H 1.2224 0.2309 -1.8505
H -3.4915 -2.4130 -0.1202
H -3.7919 -4.1582 -0.2951
H -4.9931 -3.0044 -0.8593
H -4.7650 -4.4366 -2.9463
*
```

- E_HOMO (alpha / beta) (eV) = -10.13 / -10.61
- Kohn-Sham gap (alpha / beta) (eV) = 8.1 / 5.8
- energy relative to the best compared isomer or geometry (same formula, charge and spin) (kcal/mol) = 14.2
- F_max (eV Å⁻¹) = 1.76
- expectation value of S² = 8.78